19
Properties=species:S:1:pos:R:3:nbo_charge:R:1 method="wB97M-V/def2-TZVPD" e_tot_ha=-403.02978 relative_energy_ev=1.441 max_force_ha_per_bohr=0.0636
N -2.12357 -0.55179 0.98946 -0.57
C 2.43619 0.58006 0.20470 -0.22
C -0.06683 -0.77595 -0.26665 -0.05
C -1.52503 -1.16032 -0.15372 -0.09
C 0.05073 0.58946 -0.06784 -0.04
C 1.15036 -1.48777 -0.18918 -0.21
C -1.27312 1.24282 -0.28833 -0.45
C -2.32638 0.15199 -0.23261 -0.07
C 2.35309 -0.84042 0.13150 -0.22
C 1.25563 1.28738 0.14656 -0.21
H -1.84289 -2.10425 -0.48158 0.21
H 1.36921 -2.54387 -0.33053 0.22
H 3.35017 -1.38642 -0.01472 0.21
H -1.37886 -0.09658 1.58547 0.36
H 1.23254 2.42462 0.17501 0.22
H 3.48673 0.91834 0.42498 0.22
H -3.35217 0.14272 -0.66068 0.22
H -1.63637 2.00994 0.42507 0.23
H -1.15942 1.60003 -1.39691 0.23